A 2-piece molecular cluster, C3H8NO2 overall at a distorted geometry, computed with ωB97M-V with the def2-TZVPD basis set.

```
14
Properties=species:S:1:pos:R:3:forces:R:3:nbo_charge:R:1
O 0.93812 3.37557 -0.87170 -0.866 -2.462 -0.029 -0.535
C 0.54647 2.20451 -0.75569 0.435 2.824 0.857 0.431
C 1.31346 1.02254 -1.22398 -0.391 -1.320 -0.407 -0.763
H -0.37991 2.03889 -0.12561 0.472 -0.091 -0.683 0.106
H 1.36226 0.98223 -2.32533 0.026 0.291 0.305 0.241
H 0.79486 0.06420 -0.91356 1.393 1.608 -0.304 0.264
H 2.33930 1.10655 -0.85087 -0.155 -0.096 -0.037 0.241
N -0.52234 -1.64209 1.80740 -0.680 0.265 -0.399 -0.854
C -1.34733 -1.32322 0.61983 0.881 0.559 0.753 0.008
O -0.59760 -0.82270 -0.44088 -2.089 -1.755 1.575 -0.297
H -0.79661 -2.43479 2.39208 -0.223 0.323 -0.602 0.370
H 0.36899 -1.82400 1.41917 1.286 -0.330 0.008 0.365
H -1.95276 -2.19205 0.32004 0.039 0.093 -0.600 0.214
H -2.06692 -0.55562 0.94910 -0.129 0.090 -0.437 0.209
```
Forces are in eV/Å.

Computed properties:
**F_max**: 3.15 eV Å⁻¹
**Orbital gap (spin up / spin down)**: 10.28 / 7.13 eV
**Energy relative to the best compared isomer or geometry (same formula, charge and spin)**: 1.315 eV
**Multiplicity**: 2
**E_HOMO (spin up / spin down)**: -9.55 / -9.53 eV